No. 1
# C28H27Cl3F5GeN3OSSe4V

A molecular structure, C28H27Cl3F5GeN3OSSe4V (the ωB97M-V functional and the def2-TZVPD basis, the Open Molecules 2025 dataset).

For the HOMO energy (alpha / beta), the calculation gives -0.75 / -0.11 eV. As for the frontier orbital gap (alpha / beta): 4.50 / 3.86 eV.

```
! RIJCOSX wB97M-V def2-TZVPD def2/J DEFGRID3
* xyz -2 2
V -0.006 -0.908 0.529
C -3.931 -0.796 -4.090
Ge -3.273 -2.380 -3.152
C -4.742 -3.672 -2.995
C -1.804 -3.118 -4.194
C -2.563 -1.947 -1.383
Se -1.348 -0.390 -1.466
C -2.758 0.895 -1.057
H -4.068 -1.032 -5.151
H -3.196 0.008 -4.007
H -4.888 -0.447 -3.687
H -5.148 -3.941 -3.977
H -5.548 -3.248 -2.388
H -4.385 -4.583 -2.504
H -2.088 -3.308 -5.233
H -1.435 -4.046 -3.751
H -0.985 -2.392 -4.185
H -1.962 -2.771 -1.022
H -3.301 -1.713 -0.618
H -3.604 0.736 -1.727
H -2.338 1.885 -1.211
H -3.030 0.753 -0.014
F 2.464 -4.225 -5.842
C 2.577 -3.038 -5.220
C 3.342 -2.035 -5.763
F 3.999 -2.263 -6.923
C 3.451 -0.816 -5.126
F 4.218 0.102 -5.741
C 2.816 -0.517 -3.917
Se 3.036 1.151 -3.053
C 2.032 -1.564 -3.415
F 1.329 -1.430 -2.293
C 1.909 -2.792 -4.043
F 1.143 -3.754 -3.522
Cl 5.445 -0.084 6.608
C 5.619 0.002 4.870
C 5.042 -0.957 4.071
C 5.244 -0.882 2.701
C 5.978 0.133 2.108
C 6.012 0.164 0.591
C 5.022 1.188 0.027
N 3.694 0.961 0.563
C 3.089 1.633 1.612
C 1.876 1.054 1.783
N 1.725 0.029 0.850
C 2.845 0.003 0.150
O 7.296 0.468 0.068
C 7.929 -0.660 -0.534
C 7.166 -1.166 -1.719
C 6.535 -2.360 -1.785
Cl 6.441 -3.549 -0.548
S 5.768 -2.629 -3.286
C 6.280 -1.105 -3.869
C 6.998 -0.432 -2.942
C 6.512 1.108 2.950
Cl 7.407 2.489 2.344
C 6.349 1.042 4.329
H 4.415 -1.743 4.476
H 4.776 -1.643 2.083
H 5.687 -0.820 0.249
H 4.985 1.112 -1.062
H 5.346 2.191 0.294
H 3.578 2.453 2.119
H 1.087 1.275 2.478
H 3.073 -0.692 -0.645
H 8.066 -1.463 0.195
H 8.911 -0.304 -0.840
H 6.014 -0.801 -4.875
H 7.387 0.571 -3.094
H 6.769 1.812 4.962
Se -1.636 -0.500 2.081
Se 0.789 -3.279 0.498
C 2.001 -3.194 1.889
N 2.801 -3.178 2.736
*
```

---

No. 2
# C22H36F6N4O10Zr

A molecular structure, C22H36F6N4O10Zr (the ωB97M-V functional and the def2-TZVPD basis, the Open Molecules 2025 dataset).

The relative energy (zero: lowest compared OMol25 entry of this formula, charge and spin) comes out at 0.000 eV. For the HOMO energy, the calculation gives -13.14 eV. As for the frontier orbital gap: 3.96 eV.

```
! RIJCOSX wB97M-V def2-TZVPD def2/J DEFGRID3
* xyz 2 1
C 26.513 7.312 -42.137
C 26.788 7.011 -40.664
N 27.466 8.130 -39.985
C 27.165 9.466 -40.041
C 27.898 10.132 -39.139
N 28.603 9.168 -38.435
C 28.330 7.982 -38.978
C 29.481 9.377 -37.288
H 26.596 6.564 -42.916
H 27.351 7.983 -42.378
H 25.677 8.007 -42.233
H 27.529 6.219 -40.563
H 25.898 6.770 -40.095
H 26.460 9.804 -40.782
H 28.002 11.178 -38.906
H 28.572 7.018 -38.537
H 29.866 8.436 -36.908
H 28.930 9.906 -36.513
H 30.323 10.005 -37.574
C 25.675 1.548 -36.080
C 24.635 2.171 -36.983
N 23.854 3.134 -36.201
C 22.597 2.881 -35.698
C 22.266 3.940 -34.920
N 23.337 4.799 -34.969
C 24.255 4.332 -35.809
C 23.473 6.090 -34.293
H 26.385 2.263 -35.652
H 26.312 0.772 -36.502
H 25.244 1.125 -35.168
H 24.072 1.459 -37.583
H 25.092 2.784 -37.768
H 22.121 1.947 -35.935
H 21.405 4.176 -34.321
H 25.200 4.780 -36.112
H 23.864 5.944 -33.289
H 22.504 6.580 -34.272
H 24.218 6.655 -34.844
Zr 22.551 8.803 -38.636
C 27.879 5.139 -36.293
O 27.178 5.163 -35.028
O 27.189 5.762 -37.244
C 29.422 5.403 -36.274
F 30.104 4.364 -35.787
F 29.866 5.639 -37.520
F 29.796 6.461 -35.505
C 27.549 5.933 -33.887
C 27.089 5.180 -32.649
H 27.400 4.140 -32.743
H 27.621 5.555 -31.773
H 26.020 5.292 -32.478
H 27.072 6.923 -33.965
H 28.598 6.192 -33.786
H 27.892 4.055 -36.525
C 22.656 6.193 -40.860
O 21.474 6.328 -41.583
O 22.736 7.387 -40.156
C 22.625 4.943 -39.961
F 23.020 3.868 -40.651
F 23.577 5.130 -39.008
F 21.482 4.632 -39.376
C 21.394 5.668 -42.853
C 20.003 5.979 -43.383
H 19.932 7.071 -43.437
H 19.846 5.681 -44.418
H 19.219 5.634 -42.715
H 21.469 4.582 -42.783
H 22.116 6.093 -43.554
H 23.484 6.125 -41.576
O 25.729 7.888 -36.266
C 24.832 8.268 -37.061
O 23.935 9.172 -36.913
O 24.564 7.733 -38.192
H 26.256 7.216 -36.815
O 19.931 11.085 -36.242
C 21.222 11.139 -36.559
O 21.560 10.287 -37.537
O 22.025 11.855 -36.050
H 19.809 11.789 -35.586
*
```

---

Number 1: total energy -16227.46564 Eh. Number 2: total energy -2477.08753 Eh.